# C33H85N3O15S5

A cluster of 8 separate species, C33H85N3O15S5 in total (ωB97M-V/def2-TZVPD, the OMol25 dataset).

Structure (SMILES): CCOS(C)(=O)=O.CCOS(C)(=O)=O.CCOS(C)(=O)=O.CCOS(C)(=O)=O.CCOS(C)(=O)=O.CCN(CC)CC.CCN(CC)CC.CCN(CC)CC
HOMO energy, eV: -7.94
Max |F|, eV/A: 1.31
Calculated total energy, eV: -124956.27926
ΔE to the lowest compared entry with this formula, charge and spin, kcal/mol: 5.9
Kohn-Sham gap, eV: 8.05
Charge: 0

Each line ends with the Mulliken charge.
Geometry (Å):
C  -24.64786  4.01298  -5.86276  -0.97
C  -23.83943  5.24432  -6.17328  -0.45
N  -22.53131  4.96427  -6.74763  0.40
C  -21.61666  4.25648  -5.86609  0.71
C  -21.15704  5.01933  -4.60990  -0.22
C  -21.95284  6.16276  -7.33412  -0.39
C  -20.77840  5.88927  -8.26050  -1.18
H  -25.61659  4.23440  -5.41382  0.47
H  -24.13142  3.37737  -5.14567  0.06
H  -24.85077  3.44609  -6.77350  0.25
H  -24.38767  5.87840  -6.87113  0.47
H  -23.71348  5.82657  -5.24205  0.30
H  -22.09575  3.34818  -5.50208  -0.73
H  -20.72606  3.96111  -6.42187  -0.19
H  -21.97057  5.37728  -3.98384  0.31
H  -20.49090  4.39161  -4.01661  -0.74
H  -20.48587  5.84044  -4.88013  0.32
H  -21.61263  6.85812  -6.54814  0.34
H  -22.71526  6.66706  -7.92833  0.48
H  -19.95801  5.37750  -7.75428  0.14
H  -20.40110  6.83780  -8.64664  0.46
H  -21.07469  5.27410  -9.11168  0.26
C  -19.49757  -0.92470  -1.40744  -1.30
C  -20.89120  -0.54371  -1.95231  -0.19
N  -21.18315  0.88424  -1.96008  1.42
C  -21.04741  1.46577  -0.61691  -0.42
C  -21.69561  2.83228  -0.46775  -0.40
C  -20.44526  1.66658  -2.93368  -0.54
C  -20.53564  1.17887  -4.36489  -0.03
H  -18.68814  -0.41118  -1.92958  0.16
H  -19.31860  -1.99680  -1.51748  0.41
H  -19.47038  -0.70634  -0.33985  0.25
H  -20.96233  -0.89390  -2.98082  -0.28
H  -21.62618  -1.02268  -1.29777  0.44
H  -21.49678  0.77249  0.09958  0.04
H  -19.96964  1.54388  -0.39813  0.31
H  -21.16269  3.60043  -1.02556  0.31
H  -22.74000  2.80162  -0.77065  0.20
H  -21.71055  3.10960  0.58836  -0.60
H  -19.39429  1.85733  -2.64400  0.15
H  -20.88277  2.66589  -2.90910  -0.23
H  -21.59111  1.12502  -4.63994  -0.17
H  -19.99309  0.25487  -4.56946  0.61
H  -20.07004  1.91912  -5.02071  -0.39
C  -23.88503  -0.54995  -7.92688  -1.60
C  -22.42302  -0.85719  -7.59602  0.21
N  -21.47680  -0.18020  -8.47152  0.20
C  -21.32580  1.22102  -8.15021  0.38
C  -20.43604  1.99596  -9.11541  -1.31
C  -20.23311  -0.92378  -8.59942  -0.95
C  -19.33392  -1.01673  -7.35315  -0.27
H  -24.17286  0.47426  -7.69625  0.23
H  -24.52666  -1.29203  -7.45368  0.45
H  -23.99941  -0.65381  -9.00966  0.43
H  -22.19281  -0.56605  -6.55085  -0.24
H  -22.28403  -1.93952  -7.62992  0.50
H  -22.30018  1.72180  -8.20869  0.39
H  -21.03955  1.39852  -7.09765  -0.30
H  -20.76279  1.87792  -10.14716  0.35
H  -20.47253  3.04925  -8.84148  0.06
H  -19.39855  1.66201  -9.03256  0.32
H  -19.65518  -0.44401  -9.39219  0.40
H  -20.45633  -1.93818  -8.93415  0.48
H  -19.07650  -0.02363  -6.97445  -0.21
H  -18.41626  -1.53237  -7.63496  0.50
H  -19.83399  -1.52023  -6.52247  0.10
O  -25.57310  0.56943  3.80098  -0.65
S  -24.92681  0.53785  2.53152  1.14
O  -25.68692  0.49154  1.33349  -0.56
O  -23.98982  1.81118  2.39496  -0.20
C  -23.44569  2.37334  3.59949  -0.47
C  -22.14960  3.08153  3.28031  -1.10
C  -23.73188  -0.74046  2.54679  -0.66
H  -23.30589  1.62757  4.38566  0.43
H  -24.16252  3.07011  4.04214  0.29
H  -21.36721  2.34331  3.06910  0.31
H  -21.78905  3.60274  4.16699  0.50
H  -22.25293  3.74360  2.42484  0.23
H  -23.16887  -0.65069  3.47074  0.36
H  -23.10050  -0.66730  1.66612  -0.05
H  -24.25293  -1.69326  2.48408  0.47
O  -25.52089  1.28745  -4.37323  -0.53
S  -25.96410  0.40407  -3.34227  1.15
O  -27.34240  0.21609  -3.06626  -0.70
O  -25.36202  -1.03111  -3.64265  -0.57
C  -24.01994  -1.00118  -4.20053  1.29
C  -23.56024  -2.42846  -4.28906  -1.61
C  -25.11817  0.79244  -1.86346  -0.41
H  -23.39896  -0.48976  -3.46093  -0.64
H  -23.96016  -0.48106  -5.15079  0.27
H  -22.48574  -2.42365  -4.50808  0.26
H  -24.02053  -2.98019  -5.11006  0.48
H  -23.69429  -2.96467  -3.35134  0.40
H  -24.08100  1.02145  -2.09719  -0.32
H  -25.20482  -0.08212  -1.22363  0.34
H  -25.62343  1.64073  -1.40901  0.49
O  -17.85619  4.48719  -4.85690  -0.62
S  -17.42250  4.22491  -3.52063  1.15
O  -18.29672  4.35051  -2.42089  -0.38
O  -16.86732  2.76030  -3.42388  -0.28
C  -16.16272  2.19712  -4.55891  -0.75
C  -17.09198  1.43989  -5.48589  -0.52
C  -15.99179  5.20657  -3.25154  -1.15
H  -15.39986  1.56018  -4.11865  0.37
H  -15.70081  2.99717  -5.14121  0.41
H  -17.87413  2.13066  -5.80133  -0.06
H  -17.54010  0.56058  -5.02857  0.24
H  -16.52089  1.15661  -6.37125  0.46
H  -16.30103  6.19849  -3.57318  0.41
H  -15.23167  4.86480  -3.95172  0.38
H  -15.68006  5.11218  -2.21881  0.32
O  -17.09617  7.41615  3.93421  -0.62
S  -17.74375  6.16746  3.95391  1.18
O  -18.97607  5.97553  4.64488  -0.63
O  -17.95483  5.77530  2.43603  -0.29
C  -18.86495  4.68869  2.17593  -0.33
C  -18.68705  4.23786  0.74060  -0.48
C  -16.57957  4.96221  4.48859  -0.85
H  -19.87936  5.03723  2.35559  0.24
H  -18.66594  3.83415  2.82932  0.35
H  -19.25434  3.32153  0.56951  -0.17
H  -17.64250  4.00544  0.52456  0.38
H  -19.00695  4.98611  0.01886  0.29
H  -16.61388  4.99678  5.57684  0.34
H  -15.60285  5.29944  4.15512  0.32
H  -16.82487  3.97324  4.11771  0.30
O  -19.12529  -4.09630  2.00809  -0.63
S  -20.40471  -3.96967  1.40950  1.04
O  -21.14959  -2.75701  1.50876  -0.44
O  -20.18252  -4.29290  -0.12494  -0.33
C  -21.32862  -4.29308  -1.00821  0.12
C  -20.83630  -4.72585  -2.36652  -1.27
C  -21.42900  -5.29549  1.93550  -1.00
H  -21.74485  -3.28362  -1.03607  0.09
H  -22.11835  -4.94619  -0.63224  0.49
H  -20.37318  -5.70691  -2.30276  0.41
H  -20.09682  -4.01012  -2.73029  0.24
H  -21.66905  -4.67453  -3.06637  0.32
H  -22.43139  -5.16160  1.53622  0.35
H  -21.50981  -5.19673  3.01759  0.39
H  -21.00199  -6.24977  1.64681  0.35